Record 1
# C23H23F3N4O2S

One molecule with the formula C23H23F3N4O2S (ωB97M-V with the def2-TZVPD basis set, the Open Molecules 2025 dataset).

- Total charge: 0
- Energy above the lowest of the compared OMol25 structures with the same formula, charge and spin: 0.0 kcal/mol
- SMILES: O=S(=O)(Nc1cccc(-c2ccc(N3CCCCCC3)nn2)c1)c1ccc(C(F)(F)F)cc1

Structure (XYZ):
```
56
Properties=species:S:1:pos:R:3:nbo_charge:R:1
O -6.0601 -2.7777 1.7616 -0.932
S -5.5456 -2.3920 0.4838 2.321
O -6.1505 -2.9122 -0.6998 -0.922
N -3.9215 -2.7924 0.5302 -0.843
C -3.0123 -2.1809 -0.3396 0.142
C -1.7731 -1.7574 0.1224 -0.264
C -0.8725 -1.1398 -0.7406 0.049
C -1.2430 -0.9249 -2.0676 -0.227
C -2.4736 -1.3550 -2.5239 -0.179
C -3.3599 -1.9923 -1.6728 -0.266
H -4.3118 -2.3566 -2.0213 0.240
H -2.7476 -1.2015 -3.5568 0.217
H -0.5467 -0.4245 -2.7206 0.238
C 0.4457 -0.6955 -0.2810 0.061
N 1.0062 0.2994 -0.9560 -0.174
N 2.1596 0.7764 -0.6363 -0.286
C 2.8699 0.2840 0.3929 0.371
N 4.0520 0.8821 0.6594 -0.412
C 4.9498 0.3847 1.6731 -0.214
H 5.6474 1.1847 1.9274 0.208
C 5.7226 -0.8508 1.1947 -0.408
C 6.7813 -0.5197 0.1454 -0.391
C 6.2461 0.2666 -1.0533 -0.406
H 5.3480 -0.2141 -1.4451 0.205
H 7.0043 0.2372 -1.8385 0.212
C 5.9444 1.7300 -0.7207 -0.415
H 6.0524 2.3390 -1.6195 0.220
H 6.6842 2.0887 -0.0017 0.191
C 4.5238 1.9561 -0.1877 -0.226
H 3.8163 2.0241 -1.0147 0.254
H 4.4912 2.8987 0.3737 0.189
H 7.2134 -1.4579 -0.2103 0.210
H 7.5865 0.0534 0.6122 0.192
H 5.0126 -1.5655 0.7732 0.201
H 6.2058 -1.3237 2.0524 0.209
H 4.3841 0.1444 2.5789 0.202
C 2.3591 -0.8061 1.1413 -0.280
C 1.1262 -1.2916 0.7981 -0.165
H 0.7044 -2.1373 1.3205 0.217
H 2.9173 -1.2560 1.9466 0.221
H -1.5240 -1.9024 1.1643 0.202
H -3.5984 -2.9147 1.4777 0.415
C -5.4845 -0.5983 0.3681 -0.341
C -5.7704 0.0250 -0.8297 -0.123
C -5.6468 1.4011 -0.9251 -0.188
C -5.2343 2.1240 0.1870 -0.123
C -4.9612 1.4921 1.3951 -0.172
C -5.0841 0.1164 1.4802 -0.188
H -4.8920 -0.4069 2.4034 0.237
H -4.6513 2.0729 2.2501 0.236
C -5.1272 3.6239 0.1067 0.971
F -4.1433 4.1124 0.8754 -0.320
F -4.9016 4.0659 -1.1365 -0.319
F -6.2591 4.2256 0.5213 -0.323
H -5.8612 1.9099 -1.8521 0.237
H -6.0970 -0.5710 -1.6659 0.239
```

***

Record 2
# C23H23F3N4O4

One molecule with the formula C23H23F3N4O4 (ωB97M-V with the def2-TZVPD basis set, the Open Molecules 2025 dataset).

- Total charge: 0
- Energy above the lowest of the compared OMol25 structures with the same formula, charge and spin: 36.3 kcal/mol
- SMILES: CCOC(=O)[C@H]1CCCN(C(=O)c2cc3nc(-c4cccc(OC)c4)cc(C(F)(F)F)n3n2)C1

Structure (XYZ):
```
57
Properties=species:S:1:pos:R:3:nbo_charge:R:1
C -4.4550 -3.9443 -1.9931 -0.633
C -3.5040 -3.3673 -0.9547 -0.077
H -2.4691 -3.6450 -1.1621 0.191
H -3.7883 -3.7031 0.0474 0.199
O -3.5137 -1.9376 -0.9795 -0.504
C -4.4480 -1.3173 -0.2617 0.808
O -5.2937 -1.8734 0.3889 -0.609
C -4.2642 0.1860 -0.3323 -0.317
H -3.6696 0.4242 -1.2183 0.223
C -5.6077 0.9157 -0.3633 -0.398
C -5.3854 2.4233 -0.2782 -0.404
H -6.3426 2.9430 -0.2254 0.215
C -4.5489 2.7698 0.9528 -0.226
N -3.2955 2.0412 0.9208 -0.412
C -2.1579 2.7215 0.6623 0.650
O -2.1456 3.9394 0.5532 -0.621
C -0.8664 1.9952 0.5270 0.066
N -0.6289 0.7077 0.8161 -0.284
N 0.6490 0.5153 0.5804 -0.137
C 1.3587 -0.6280 0.7102 0.124
C 2.6906 -0.6163 0.4196 -0.260
C 3.2908 0.6009 -0.0249 0.212
N 2.5801 1.6947 -0.1729 -0.397
C 1.2917 1.6819 0.1211 0.299
C 0.2949 2.6439 0.0912 -0.287
H 0.3780 3.6701 -0.1934 0.260
C 4.7127 0.6738 -0.3625 0.011
C 5.6391 -0.1960 0.2155 -0.320
C 6.9831 -0.1035 -0.1206 0.314
C 7.3956 0.8574 -1.0483 -0.240
C 6.4779 1.7198 -1.6113 -0.188
C 5.1397 1.6396 -1.2703 -0.213
H 4.4116 2.3084 -1.6989 0.233
H 6.8089 2.4624 -2.3210 0.219
H 8.4431 0.9068 -1.2993 0.227
O 7.9660 -0.8900 0.3893 -0.489
C 7.6301 -1.8652 1.3473 -0.253
H 8.5676 -2.3514 1.6118 0.205
H 7.1928 -1.4145 2.2439 0.177
H 6.9407 -2.6111 0.9388 0.175
H 5.3097 -0.9149 0.9481 0.216
H 3.2627 -1.5249 0.4949 0.248
C 0.6099 -1.8582 1.1578 0.968
F -0.3337 -2.2248 0.2791 -0.309
F 0.0023 -1.6882 2.3367 -0.303
F 1.4309 -2.9097 1.2954 -0.315
C -3.4797 0.6138 0.9247 -0.234
H -2.5154 0.1121 0.9639 0.271
H -4.0628 0.3403 1.8114 0.201
H -4.3170 3.8356 0.9783 0.250
H -5.0881 2.4925 1.8643 0.190
H -4.8592 2.7685 -1.1707 0.204
H -6.1463 0.6657 -1.2792 0.213
H -6.2083 0.5735 0.4820 0.217
H -4.3838 -5.0281 -1.9906 0.216
H -5.4774 -3.6580 -1.7586 0.222
H -4.2018 -3.5733 -2.9833 0.210
```

***

Record 3
# C23H23FeN2O

C23H23FeN2O as an isolated structure (ωB97M-V with the def2-TZVPD basis set, the Open Molecules 2025 dataset).

- Total charge: -1
- Electronic energy: -63632.9516 eV
- ⟨S²⟩: 6.08
- Multiplicity: 5

Structure (XYZ):
```
50
Properties=species:S:1:pos:R:3:lowdin_spin:R:1
C -5.8579 1.3792 0.9134 0.052
O -5.2297 0.0930 1.0529 0.070
C -3.8761 0.0408 1.2156 0.130
C -3.3457 -1.2433 1.4698 -0.008
C -2.0124 -1.3941 1.7020 0.104
C -1.1099 -0.2928 1.6143 0.021
C 0.2462 -0.4887 1.9559 0.418
C 1.1944 0.6040 2.0316 0.043
C 2.2221 0.9101 3.0498 0.051
C 3.1053 1.9328 2.5346 0.054
C 2.6351 2.3063 1.1989 0.009
C 1.4702 1.5138 0.9061 0.104
Fe 3.0112 0.3368 1.3489 1.750
C 2.7753 -1.2023 0.1171 0.055
C 3.2376 -1.6552 1.4179 0.005
C 4.4708 -0.9517 1.7304 0.079
C 4.7781 -0.0659 0.6117 -0.006
C 3.7285 -0.2303 -0.3888 0.034
C -1.6678 1.0042 1.3469 0.134
C -3.0215 1.1663 1.1386 0.010
H -6.9163 1.1471 0.8250 0.005
H -5.6695 2.0065 1.8015 0.006
H -5.4920 1.8903 0.0071 0.016
H -4.0457 -2.0692 1.4931 0.000
H -1.6282 -2.3536 2.0510 0.006
H 0.5568 -1.4879 2.3018 0.020
H 2.2112 0.5170 4.0587 0.005
H 3.9220 2.3976 3.0806 0.008
H 3.0570 3.1045 0.5839 0.004
H 0.8070 1.5990 0.0491 0.008
H 1.9117 -1.5861 -0.4290 0.007
H 2.8185 -2.4735 2.0021 0.000
H 5.1087 -1.1484 2.5900 0.010
H 5.6806 0.5323 0.5063 0.000
H 3.6978 0.2351 -1.3771 0.011
H -1.0281 1.8842 1.4255 0.011
H -3.4183 2.1586 0.9245 0.005
N -0.0500 -0.5827 -1.7398 0.002
C -0.0697 -1.7836 -2.3527 0.011
C -0.5135 -1.9797 -3.6638 0.087
C -0.8839 -0.8467 -4.4350 0.102
N -1.3877 -0.9817 -5.6856 0.115
C -0.7170 0.4293 -3.8357 0.144
C -0.2584 0.5002 -2.5167 0.024
H 0.3148 -2.6303 -1.7772 0.004
H -0.5558 -2.9893 -4.0698 0.033
H -1.7038 -0.1827 -6.2267 0.100
H -1.5574 -1.8917 -6.1008 0.079
H -0.9253 1.3492 -4.3828 0.058
H -0.0193 1.4730 -2.0750 0.011
```

***

Record 4
# C23H23HgP2

C23H23HgP2 as an isolated structure (ωB97M-V with the def2-TZVPD basis set, the Open Molecules 2025 dataset).

- Total charge: -1
- Energy above the lowest of the compared OMol25 structures with the same formula, charge and spin: 45.2 kcal/mol

Structure (XYZ):
```
49
Properties=species:S:1:pos:R:3:nbo_charge:R:1
C -1.2983 -3.4749 1.4489 -0.459
C -1.0960 -4.7612 0.9327 -0.337
C -1.0106 -4.5380 -0.4452 -0.461
C -1.8423 -3.4595 -0.7491 -0.323
C -1.7450 -2.6203 0.3919 -0.516
Hg 0.6518 -3.0707 0.0550 0.343
P 1.8426 -2.2021 1.8755 -0.120
H -1.1242 -3.5686 2.4754 0.222
H -0.7682 -5.7189 1.4586 0.208
H -0.7902 -5.4016 -1.1666 0.206
H -2.2103 -1.7139 0.0355 0.246
H -2.2972 -3.2815 -1.8221 0.209
H 2.9561 -1.6446 1.2840 0.018
H 2.3230 -3.1433 2.8042 0.002
H 1.2353 -1.1526 2.6510 -0.024
C 3.7129 2.9611 1.1687 -0.238
C 2.6512 2.7544 2.0653 -0.214
C 1.6029 1.8927 1.6857 -0.256
C 1.5280 1.2693 0.4108 -0.230
C 2.6726 1.4349 -0.4062 -0.255
C 3.7414 2.2936 -0.0671 -0.221
P 0.2797 -0.1194 0.1135 0.834
C -1.1365 0.9404 0.7362 -0.364
C -2.0620 0.3296 1.5836 -0.136
C -3.0494 1.0293 2.2599 -0.249
C -3.1358 2.4029 2.0370 -0.208
C -2.2751 3.0717 1.1671 -0.241
C -1.2613 2.3254 0.5641 -0.196
C 0.1197 0.3632 -1.7131 -0.355
C -0.8825 1.1436 -2.3190 -0.209
C -1.0320 1.3088 -3.7067 -0.235
C -0.1629 0.5956 -4.5396 -0.215
C 0.8237 -0.2516 -4.0015 -0.250
C 0.9294 -0.3707 -2.6084 -0.138
H 4.5119 3.6518 1.4331 0.200
H 2.6083 3.3067 3.0253 0.207
H 0.7774 1.7410 2.3862 0.214
H 2.7015 0.9299 -1.3732 0.219
H 4.5684 2.4789 -0.7814 0.209
H -2.0060 -0.7489 1.6231 0.230
H -3.7464 0.5008 2.9158 0.214
H -3.8985 2.9541 2.5587 0.198
H -2.3819 4.1478 0.9680 0.210
H -0.6058 2.8313 -0.1246 0.216
H -1.5963 1.6808 -1.7188 0.210
H -1.7781 2.0190 -4.1096 0.207
H -0.2391 0.7187 -5.6150 0.198
H 1.5209 -0.7918 -4.6660 0.210
H 1.6734 -1.0432 -2.1816 0.219
```

***

> Number 4 is which compound?

C23H23HgP2

***

What did the fourth record say?
# C23H23HgP2

C23H23HgP2 as an isolated structure (ωB97M-V with the def2-TZVPD basis set, the Open Molecules 2025 dataset).

- Total charge: -1
- Energy above the lowest of the compared OMol25 structures with the same formula, charge and spin: 45.2 kcal/mol

Structure (XYZ):
```
49
Properties=species:S:1:pos:R:3:nbo_charge:R:1
C -1.2983 -3.4749 1.4489 -0.459
C -1.0960 -4.7612 0.9327 -0.337
C -1.0106 -4.5380 -0.4452 -0.461
C -1.8423 -3.4595 -0.7491 -0.323
C -1.7450 -2.6203 0.3919 -0.516
Hg 0.6518 -3.0707 0.0550 0.343
P 1.8426 -2.2021 1.8755 -0.120
H -1.1242 -3.5686 2.4754 0.222
H -0.7682 -5.7189 1.4586 0.208
H -0.7902 -5.4016 -1.1666 0.206
H -2.2103 -1.7139 0.0355 0.246
H -2.2972 -3.2815 -1.8221 0.209
H 2.9561 -1.6446 1.2840 0.018
H 2.3230 -3.1433 2.8042 0.002
H 1.2353 -1.1526 2.6510 -0.024
C 3.7129 2.9611 1.1687 -0.238
C 2.6512 2.7544 2.0653 -0.214
C 1.6029 1.8927 1.6857 -0.256
C 1.5280 1.2693 0.4108 -0.230
C 2.6726 1.4349 -0.4062 -0.255
C 3.7414 2.2936 -0.0671 -0.221
P 0.2797 -0.1194 0.1135 0.834
C -1.1365 0.9404 0.7362 -0.364
C -2.0620 0.3296 1.5836 -0.136
C -3.0494 1.0293 2.2599 -0.249
C -3.1358 2.4029 2.0370 -0.208
C -2.2751 3.0717 1.1671 -0.241
C -1.2613 2.3254 0.5641 -0.196
C 0.1197 0.3632 -1.7131 -0.355
C -0.8825 1.1436 -2.3190 -0.209
C -1.0320 1.3088 -3.7067 -0.235
C -0.1629 0.5956 -4.5396 -0.215
C 0.8237 -0.2516 -4.0015 -0.250
C 0.9294 -0.3707 -2.6084 -0.138
H 4.5119 3.6518 1.4331 0.200
H 2.6083 3.3067 3.0253 0.207
H 0.7774 1.7410 2.3862 0.214
H 2.7015 0.9299 -1.3732 0.219
H 4.5684 2.4789 -0.7814 0.209
H -2.0060 -0.7489 1.6231 0.230
H -3.7464 0.5008 2.9158 0.214
H -3.8985 2.9541 2.5587 0.198
H -2.3819 4.1478 0.9680 0.210
H -0.6058 2.8313 -0.1246 0.216
H -1.5963 1.6808 -1.7188 0.210
H -1.7781 2.0190 -4.1096 0.207
H -0.2391 0.7187 -5.6150 0.198
H 1.5209 -0.7918 -4.6660 0.210
H 1.6734 -1.0432 -2.1816 0.219
```